(1)
Below is a 2-piece molecular cluster, C4H12 overall in a non-equilibrium geometry, with properties calculated with ωB97M-V/def2-TZVPD.

Bonds (Å) are listed after each position.
Cartesian coordinates (Å):
1 C 0.85 2.07 -1.12  C2 1.548, H3 1.116, H4 1.169, H5 1.045
2 C 2.01 1.14 -1.55  C1 1.548, H6 1.147, H7 1.026, H8 1.031
3 H 1.10 3.15 -1.05  C1 1.116
4 H -0.04 1.86 -1.84  C1 1.169
5 H 0.59 1.71 -0.17  C1 1.045
6 H 1.58 0.08 -1.50  C2 1.147
7 H 2.87 1.11 -0.99  C2 1.026
8 H 2.32 1.40 -2.50  C2 1.031
9 C -1.88 -1.20 0.75  C10 1.653, H11 1.079, H12 1.083, H13 1.083
10 C -0.97 -2.02 1.85  C9 1.653, H14 1.035, H15 1.215, H16 1.057
11 H -1.52 -1.15 -0.26  C9 1.079
12 H -2.73 -1.85 0.93  C9 1.083
13 H -2.09 -0.21 1.15  C9 1.083
14 H -1.43 -2.00 2.78  C10 1.035
15 H -0.09 -1.24 2.17  C10 1.215
16 H -0.57 -2.86 1.35  C10 1.057

energy above the lowest of the compared OMol25 structures with the same formula, charge and spin: 143.8 kJ/mol
spin multiplicity: 1
maximum force: 0.135 Eh/bohr
SMILES string: CC.CC
Kohn-Sham gap: 0.440 Eh

Here are the Löwdin charges for atoms 1 to 4, given in e: -0.16 -0.16 0.07 0.10



(2)
Below is a 6-piece molecular cluster, C28H61BNO25P5 overall in a non-equilibrium geometry, with properties calculated with ωB97M-V/def2-TZVPD.

Bonds (Å) are listed after each position.
Cartesian coordinates (Å):
1 C -1.96 2.54 8.25  C2 1.196, H21 1.063
2 C -1.11 3.22 7.76  C1 1.196, C3 1.426
3 C -0.04 3.87 7.07  C2 1.426, C4 1.336, C19 1.500
4 C 0.11 5.19 7.09  C3 1.336, C5 1.476, H22 1.080
5 C 1.24 5.82 6.38  C4 1.476, O6 1.214, C7 1.497
6 O 1.46 7.00 6.49  C5 1.214
7 C 2.11 4.98 5.49  C5 1.497, B8 1.589, C11 1.341
8 B 3.17 5.81 4.64  C7 1.589, N9 1.428, O10 1.395
9 N 4.55 5.45 4.61  B8 1.428, H23 1.014, H24 1.015
10 O 2.76 6.93 3.92  B8 1.395, H25 0.962
11 C 1.96 3.65 5.43  C7 1.341, C12 1.510, C19 1.495
12 C 2.76 2.73 4.55  C11 1.510, O13 1.412, H26 1.094, H27 1.090
13 O 4.11 2.62 4.94  C12 1.412, C14 1.420
14 C 4.48 1.32 5.40  O13 1.420, C15 1.521, H28 1.093, H29 1.094
15 C 4.37 1.15 6.91  C14 1.521, O16 1.409, H30 1.097, H31 1.092
16 O 5.38 1.83 7.63  C15 1.409, C17 1.421
17 C 5.16 3.23 7.77  O16 1.421, C18 1.513, H32 1.094, H33 1.095
18 C 5.32 3.69 9.20  C17 1.513, H34 1.088, H35 1.094, H36 1.088
19 C 0.93 3.01 6.30  C3 1.500, C11 1.495, O20 1.209
20 O 0.85 1.81 6.41  C19 1.209
21 H -2.64 1.87 8.70  C1 1.063
22 H -0.58 5.82 7.65  C4 1.080
23 H 5.17 6.26 4.58  N9 1.014
24 H 4.77 4.94 5.45  N9 1.015
25 H 3.22 7.68 4.32  O10 0.962
26 H 2.70 3.10 3.52  C12 1.094
27 H 2.25 1.76 4.55  C12 1.090
28 H 3.96 0.51 4.87  C14 1.093
29 H 5.54 1.21 5.15  C14 1.094
30 H 3.36 1.42 7.25  C15 1.097
31 H 4.51 0.09 7.12  C15 1.092
32 H 4.15 3.46 7.43  C17 1.094
33 H 5.85 3.76 7.10  C17 1.095
34 H 4.61 3.20 9.87  C18 1.088
35 H 5.07 4.76 9.23  C18 1.094
36 H 6.35 3.59 9.54  C18 1.088
37 C 0.44 -3.50 1.67  O38 1.440, H45 1.087, H46 1.091, H47 1.090
38 O 1.81 -3.21 1.36  C37 1.440, P39 1.638
39 P 2.92 -3.46 2.53  O38 1.638, O40 1.477, O41 1.605, O43 1.632
40 O 2.77 -2.31 3.45  P39 1.477
41 O 4.15 -3.35 1.51  P39 1.605, C42 1.426
42 C 4.19 -2.34 0.50  O41 1.426, H48 1.090, H49 1.087, H50 1.088
43 O 3.76 -4.59 3.37  P39 1.632, C44 1.441
44 C 3.03 -5.72 3.89  O43 1.441, H51 1.092, H52 1.093, H53 1.086
45 H -0.14 -3.36 0.76  C37 1.087
46 H 0.32 -4.52 2.02  C37 1.091
47 H 0.08 -2.81 2.43  C37 1.090
48 H 3.83 -1.38 0.87  C42 1.090
49 H 3.60 -2.64 -0.36  C42 1.087
50 H 5.22 -2.22 0.18  C42 1.088
51 H 2.59 -6.31 3.07  C44 1.092
52 H 2.25 -5.40 4.57  C44 1.093
53 H 3.74 -6.35 4.42  C44 1.086
54 C -8.66 4.62 10.56  O55 1.438, H62 1.087, H63 1.090, H64 1.091
55 O -7.34 5.16 10.62  C54 1.438, P56 1.645
56 P -6.36 4.92 9.31  O55 1.645, O57 1.486, O58 1.601, O60 1.638
57 O -5.95 3.51 9.53  P56 1.486
58 O -5.28 6.00 9.77  P56 1.601, C59 1.424
59 C -4.91 6.15 11.14  O58 1.424, H65 1.090, H66 1.089, H67 1.088
60 O -5.97 5.16 7.74  P56 1.638, C61 1.440
61 C -7.03 5.19 6.77  O60 1.440, H68 1.091, H69 1.093, H70 1.086
62 H -9.19 4.95 11.45  C54 1.087
63 H -9.20 4.97 9.68  C54 1.090
64 H -8.62 3.53 10.55  C54 1.091
65 H -4.81 5.18 11.63  C59 1.090
66 H -5.64 6.76 11.67  C59 1.089
67 H -3.95 6.66 11.16  C59 1.088
68 H -7.72 6.01 6.97  C61 1.091
69 H -7.58 4.24 6.77  C61 1.093
70 H -6.58 5.34 5.80  C61 1.086
71 C -0.90 -2.51 -4.76  O72 1.438, H79 1.087, H80 1.091, H81 1.091
72 O 0.42 -2.11 -5.16  C71 1.438, P73 1.633
73 P 1.53 -1.94 -3.97  O72 1.633, O74 1.477, O75 1.597, O77 1.630
74 O 1.21 -0.65 -3.32  P73 1.477
75 O 2.78 -1.90 -4.97  P73 1.597, C76 1.426
76 C 2.74 -1.13 -6.17  O75 1.426, H82 1.091, H83 1.089, H84 1.087
77 O 2.40 -2.77 -2.88  P73 1.630, C78 1.439
78 C 1.75 -3.85 -2.17  O77 1.439, H85 1.092, H86 1.093, H87 1.086
79 H -1.48 -2.67 -5.67  C71 1.087
80 H -0.88 -3.44 -4.20  C71 1.091
81 H -1.37 -1.72 -4.17  C71 1.091
82 H 2.26 -0.17 -6.01  C76 1.091
83 H 2.22 -1.68 -6.95  C76 1.089
84 H 3.76 -0.97 -6.49  C76 1.087
85 H 1.42 -4.62 -2.86  C78 1.092
86 H 0.90 -3.46 -1.60  C78 1.093
87 H 2.47 -4.28 -1.48  C78 1.086
88 C 3.16 -4.40 -13.27  O89 1.439, H96 1.087, H97 1.090, H98 1.091
89 O 2.07 -4.29 -12.33  C88 1.439, P90 1.645
90 P 2.14 -3.07 -11.23  O89 1.645, O91 1.485, O92 1.603, O94 1.640
91 O 3.10 -3.62 -10.24  P90 1.485
92 O 0.61 -3.24 -10.80  P90 1.603, C93 1.424
93 C 0.01 -4.53 -10.66  O92 1.424, H99 1.090, H100 1.089, H101 1.088
94 O 2.09 -1.48 -10.84  P90 1.640, C95 1.441
95 C 2.77 -0.55 -11.70  O94 1.441, H102 1.091, H103 1.092, H104 1.086
96 H 2.91 -5.19 -13.97  C88 1.087
97 H 3.29 -3.47 -13.82  C88 1.090
98 H 4.08 -4.66 -12.75  C88 1.091
99 H 0.68 -5.25 -10.19  C93 1.090
100 H -0.30 -4.90 -11.64  C93 1.089
101 H -0.88 -4.43 -10.04  C93 1.088
102 H 2.35 -0.56 -12.71  C95 1.091
103 H 3.84 -0.78 -11.75  C95 1.092
104 H 2.64 0.44 -11.28  C95 1.086
105 C -7.23 -2.65 -8.01  O106 1.435, H113 1.087, H114 1.090, H115 1.090
106 O -6.25 -3.68 -8.23  C105 1.435, P107 1.676
107 P -5.33 -3.58 -9.63  O106 1.676, O108 1.505, O109 1.615, O111 1.692
108 O -6.44 -4.08 -10.52  P107 1.505
109 O -4.34 -4.73 -9.08  P107 1.615, C110 1.424
110 C -4.78 -5.77 -8.21  O109 1.424, H116 1.090, H117 1.089, H118 1.088
111 O -4.24 -3.37 -10.90  P107 1.692, C112 1.433
112 C -4.00 -2.02 -11.29  O111 1.433, H119 1.092, H120 1.094, H121 1.087
113 H -7.66 -2.81 -7.03  C105 1.087
114 H -6.77 -1.66 -8.03  C105 1.090
115 H -8.01 -2.71 -8.77  C105 1.090
116 H -5.76 -6.14 -8.50  C110 1.090
117 H -4.80 -5.42 -7.18  C110 1.089
118 H -4.06 -6.58 -8.28  C110 1.088
119 H -3.56 -1.46 -10.46  C112 1.092
120 H -4.93 -1.54 -11.61  C112 1.094
121 H -3.29 -2.01 -12.12  C112 1.087

spin multiplicity: 1
maximum force: 0.167 Eh/bohr
SMILES string: C#CC1=CC(=O)C(B(N)O)=C(COCCOCC)C1=O.COP(=O)(OC)OC.COP(=O)(OC)OC.COP(=O)(OC)OC.COP(=O)(OC)OC.COP(=O)(OC)OC
Kohn-Sham gap: 0.256 Eh

Here are the Löwdin charges for atoms 1 to 4, given in e: 0.17 -0.07 -0.15 0.08



(3)
Below is a 2-piece molecular cluster, C4H8N2S overall in a non-equilibrium geometry, with properties calculated with ωB97M-V/def2-TZVPD.

Bonds (Å) are listed after each position.
Cartesian coordinates (Å):
1 C 1.07 0.32 -3.20  N5 1.160, N6 1.296
2 C 1.87 0.50 1.23  H8 1.079, H9 1.037
3 C -0.95 1.15 -0.10  S7 1.889, H10 1.110, H11 1.105, H12 1.160
4 C -0.03 -1.50 -0.05  S7 1.851, H13 1.074, H14 1.150, H15 1.099
5 N 1.61 0.69 -4.16  C1 1.160
6 N 0.18 0.03 -2.32  C1 1.296, S7 1.593
7 S 0.49 0.13 -0.76  C3 1.889, C4 1.851, N6 1.593
8 H 2.38 -0.41 0.96  C2 1.079
9 H 2.66 1.15 1.04  C2 1.037
10 H -1.01 1.97 -0.85  C3 1.110
11 H -1.97 0.72 -0.07  C3 1.105
12 H -0.48 1.61 0.86  C3 1.160
13 H -0.42 -1.17 0.90  C4 1.074
14 H -0.95 -1.89 -0.63  C4 1.150
15 H 0.75 -2.26 0.04  C4 1.099

energy above the lowest of the compared OMol25 structures with the same formula, charge and spin: 720.8 kJ/mol
spin multiplicity: 1
maximum force: 0.053 Eh/bohr
Kohn-Sham gap: 0.290 Eh

Here are the Löwdin charges for atoms 1 to 4, given in e: -0.53 0.07 -0.21 -0.24



Q: Number 1 is which compound?
A: C4H12